# 1
Here is C39H62N7O3PSbSeSiTi as an isolated structure at a distorted geometry from the Open Molecules 2025 dataset. Energies are from wB97M-V/def2-TZVPD.

The value obtained for the HOMO energy is -13.547 eV. As for the relative energy (zero: lowest compared OMol25 entry of this formula, charge and spin): 14.71 kcal/mol. The value obtained for the orbital gap is 0.131 Ha.

Geometry as ORCA input:
```
! wB97M-V def2-TZVPD RIJCOSX def2/J DEFGRID3
* xyz 3 1
Ti 0.222 -0.490 -1.600
N 2.355 -0.248 -1.167
C 2.638 -0.944 0.080
C 3.901 -0.470 0.825
C 4.071 1.054 1.064
C 3.340 1.591 2.322
N 3.317 0.641 3.443
C 4.287 0.423 4.326
N 4.075 -0.413 5.396
N 5.387 1.156 4.273
C 1.335 -1.030 0.885
O 1.400 -0.860 2.107
O 0.214 -1.213 0.196
H 2.910 -0.643 -1.902
H 2.800 0.689 -1.139
H 2.836 -1.960 -0.231
H 4.696 -0.693 0.075
H 4.061 -1.116 1.728
H 3.697 1.580 0.130
H 5.152 1.223 1.106
H 2.280 1.863 2.148
H 3.865 2.535 2.630
H 2.580 -0.078 3.204
H 3.240 -0.951 5.408
H 4.842 -0.767 6.039
H 5.765 1.715 3.524
H 6.037 0.987 5.005
C -2.665 0.372 0.547
Si -2.553 1.311 -1.135
C -3.861 0.498 -2.388
C -3.198 3.075 -0.846
Se -0.550 1.597 -2.349
H -2.585 0.865 1.490
H -2.080 -0.541 0.545
H -3.694 -0.043 0.433
H -4.793 0.289 -1.863
H -3.385 -0.428 -2.767
H -4.080 1.124 -3.265
H -3.070 3.499 0.133
H -4.248 2.898 -1.175
H -2.617 3.698 -1.569
C -0.026 0.561 7.775
C 0.035 1.970 7.666
C -0.031 2.564 6.414
C -0.425 1.858 5.285
C -0.551 0.446 5.415
C -0.262 -0.179 6.634
Sb -1.177 2.689 3.403
C -0.984 4.854 3.725
C -0.260 5.491 2.726
C -0.248 6.880 2.621
C -0.867 7.613 3.622
C -1.707 7.044 4.565
C -1.754 5.631 4.598
C -3.330 2.960 3.800
C -3.874 3.859 2.858
C -5.229 4.208 3.034
C -6.015 3.622 4.018
C -5.515 2.624 4.814
C -4.136 2.279 4.680
H 0.148 0.178 8.765
H 0.232 2.607 8.601
H 0.068 3.653 6.449
H -0.985 -0.204 4.592
H -0.234 -1.247 6.631
H 0.122 4.840 1.957
H 0.290 7.400 1.870
H -0.666 8.643 3.696
H -2.192 7.653 5.349
H -2.526 5.138 5.196
H -3.195 4.276 2.095
H -5.683 4.912 2.378
H -7.020 4.060 4.185
H -6.144 2.130 5.608
H -3.596 1.682 5.359
O 0.307 -1.662 -2.983
P 0.347 -2.913 -3.938
N -0.685 -4.060 -3.473
C -0.569 -4.829 -2.195
C -1.645 -5.921 -2.353
C -2.502 -5.520 -3.593
C -1.904 -4.252 -4.203
N 1.885 -3.518 -3.995
C 3.022 -2.627 -4.211
C 4.094 -3.351 -5.135
C 3.701 -4.863 -5.098
C 2.230 -4.860 -4.448
N -0.024 -2.309 -5.394
C 0.566 -2.900 -6.543
C 0.448 -1.846 -7.675
C -0.769 -1.013 -7.300
C -0.857 -1.170 -5.735
H -0.621 -4.161 -1.312
H 0.449 -5.280 -2.096
H -2.246 -6.049 -1.423
H -1.218 -6.920 -2.511
H -3.544 -5.295 -3.384
H -2.451 -6.309 -4.323
H -2.597 -3.387 -4.173
H -1.666 -4.342 -5.276
H 3.513 -2.486 -3.243
H 2.768 -1.623 -4.555
H 5.080 -3.165 -4.726
H 4.054 -2.887 -6.117
H 4.427 -5.411 -4.486
H 3.808 -5.304 -6.050
H 2.224 -5.566 -3.597
H 1.505 -5.336 -5.170
H -0.005 -3.835 -6.851
H 1.591 -3.266 -6.414
H 0.513 -2.314 -8.662
H 1.316 -1.201 -7.562
H -1.733 -1.267 -7.720
H -0.557 0.052 -7.469
H -1.877 -1.314 -5.386
H -0.561 -0.215 -5.274
*
```

---

# 2
Here is a 9-piece molecular cluster, C39H63F3N2O28S overall at a distorted geometry from the Open Molecules 2025 dataset. Energies are from wB97M-V/def2-TZVPD.

The value obtained for the HOMO energy is -9.278 eV. As for the SMILES: O=C1C=C(CCCCSc2nnco2)C(=O)C(C[C@@H](O)C(F)(F)F)=C1.COC(=O)OC.COC(=O)OC.COC(=O)OC.COC(=O)OC.COC(=O)OC.COC(=O)OC.COC(=O)OC.COC(=O)OC. The value obtained for the orbital gap is 0.275 Ha.

Geometry as ORCA input:
```
! wB97M-V def2-TZVPD RIJCOSX def2/J DEFGRID3
* xyz 0 1
O -7.371 -0.767 4.148
C -6.383 0.003 4.203
C -5.041 -0.383 3.445
C -3.964 0.530 3.187
C -2.687 -0.074 2.447
C -1.812 0.981 1.616
C -0.398 0.231 1.280
C -0.593 -1.179 0.540
S 1.068 -1.991 0.161
C 1.849 -2.124 1.840
N 1.272 -2.330 3.126
N 2.352 -2.301 3.982
C 3.550 -2.076 3.235
O 3.273 -1.976 1.822
C -4.143 2.017 3.703
O -3.476 3.018 3.325
C -5.308 2.335 4.777
C -5.383 3.708 5.604
C -4.716 3.635 7.054
O -4.528 5.025 7.476
C -5.628 2.943 8.184
F -6.999 2.836 7.863
F -5.094 1.673 8.594
F -5.563 3.756 9.368
C -6.365 1.396 5.005
H -4.932 -1.465 3.095
H -3.093 -0.837 1.677
H -1.993 -0.687 3.132
H -1.520 1.922 2.186
H -2.267 1.233 0.583
H 0.053 -0.012 2.319
H 0.315 0.931 0.713
H -1.201 -1.036 -0.430
H -1.156 -1.953 1.180
H 4.619 -1.975 3.640
H -6.487 4.001 5.709
H -4.844 4.561 5.044
H -3.678 3.162 7.089
H -3.799 5.080 8.129
H -7.226 1.572 5.724
C 4.516 -3.081 -0.551
O 4.546 -2.552 -1.876
C 4.686 -3.480 -2.837
O 4.783 -4.673 -2.662
O 4.698 -2.848 -4.026
C 4.842 -3.714 -5.149
H 4.402 -2.249 0.137
H 3.666 -3.755 -0.423
H 5.454 -3.593 -0.319
H 4.004 -4.413 -5.206
H 5.791 -4.253 -5.101
H 4.840 -3.100 -6.050
C -1.294 4.471 1.462
O -0.988 4.177 0.097
C 0.143 4.746 -0.350
O 0.882 5.453 0.290
O 0.307 4.391 -1.636
C 1.480 4.927 -2.247
H -2.225 3.961 1.714
H -0.507 4.099 2.122
H -1.440 5.544 1.602
H 2.378 4.573 -1.736
H 1.445 6.019 -2.256
H 1.509 4.575 -3.279
C -0.590 -8.135 -6.550
O 0.402 -8.548 -5.613
C 1.588 -7.931 -5.757
O 1.855 -7.094 -6.584
O 2.422 -8.409 -4.820
C 3.729 -7.838 -4.855
H -1.501 -8.696 -6.340
H -0.806 -7.070 -6.438
H -0.273 -8.359 -7.571
H 3.686 -6.761 -4.675
H 4.217 -8.051 -5.809
H 4.317 -8.295 -4.059
C 3.037 -4.951 5.779
O 2.219 -5.817 6.565
C 1.336 -6.536 5.853
O 1.195 -6.502 4.655
O 0.636 -7.301 6.708
C -0.347 -8.125 6.085
H 3.710 -4.422 6.455
H 3.641 -5.527 5.073
H 2.427 -4.215 5.255
H 0.122 -8.827 5.392
H -1.093 -7.515 5.572
H -0.847 -8.696 6.868
C 0.763 6.743 7.529
O 0.517 5.953 6.368
C 1.543 5.913 5.500
O 2.604 6.472 5.632
O 1.181 5.142 4.462
C 2.184 5.009 3.454
H -0.129 6.703 8.155
H 1.604 6.340 8.098
H 0.947 7.784 7.255
H 3.080 4.536 3.862
H 2.423 5.981 3.018
H 1.784 4.368 2.668
C 7.807 -7.058 -3.054
O 7.588 -7.849 -4.222
C 8.626 -7.871 -5.074
O 9.677 -7.296 -4.927
O 8.289 -8.645 -6.120
C 9.306 -8.761 -7.114
H 6.907 -7.112 -2.439
H 8.645 -7.451 -2.474
H 7.978 -6.014 -3.323
H 10.204 -9.220 -6.695
H 9.537 -7.784 -7.544
H 8.925 -9.406 -7.906
C -2.037 5.568 -3.758
O -2.019 6.091 -5.087
C -1.906 5.157 -6.047
O -1.823 3.967 -5.872
O -1.902 5.783 -7.237
C -1.787 4.907 -8.358
H -2.131 6.409 -3.069
H -2.895 4.908 -3.616
H -1.106 5.045 -3.538
H -2.634 4.220 -8.399
H -0.844 4.357 -8.321
H -1.794 5.519 -9.260
C -8.649 7.575 -2.775
O -7.243 7.484 -2.998
C -6.903 7.217 -4.271
O -7.668 7.057 -5.189
O -5.563 7.159 -4.340
C -5.055 6.880 -5.645
H -8.805 7.792 -1.718
H -9.081 8.387 -3.363
H -9.138 6.626 -3.008
H -5.344 7.665 -6.347
H -5.401 5.904 -5.992
H -3.966 6.857 -5.582
*
```

---

# 3
Here is a 2-piece molecular cluster, C39H63N2O3 overall at a distorted geometry from the Open Molecules 2025 dataset. Energies are from wB97M-V/def2-TZVPD.

The value obtained for the HOMO energy is -10.248 eV. The value obtained for the orbital gap is 0.293 Ha.

Geometry as ORCA input:
```
! wB97M-V def2-TZVPD RIJCOSX def2/J DEFGRID3
* xyz 1 1
C -3.541 -0.583 0.650
C -2.678 -0.129 -0.544
C -2.791 -1.032 -1.797
C -2.971 -2.528 -1.503
C -1.747 -3.159 -0.769
C -1.036 -4.183 -1.678
C 0.078 -4.956 -0.907
C 1.374 -4.144 -1.048
C 2.657 -4.899 -0.696
C 3.901 -3.970 -0.862
C 4.830 -4.180 0.345
C 6.041 -3.245 0.304
C 5.698 -1.836 0.822
C 4.979 -1.853 2.211
C 3.498 -1.493 2.000
C 2.725 -1.151 3.311
C 2.181 0.259 3.349
C 2.489 1.070 4.420
C 2.036 2.379 4.462
N 2.415 3.177 5.547
C 1.251 2.914 3.459
C 0.940 2.108 2.393
C 1.400 0.810 2.342
C 1.030 0.018 1.108
O 0.662 -1.146 1.138
C 1.113 0.825 -0.166
C 1.654 0.278 -1.301
C 1.742 1.084 -2.433
C 2.382 0.527 -3.704
C 1.811 1.167 -5.003
C 2.413 -1.016 -3.764
C 1.008 -1.649 -3.768
C 1.259 2.369 -2.370
C 0.715 2.911 -1.230
C 0.652 2.117 -0.110
C 0.125 2.579 1.218
O -0.898 3.241 1.331
H -3.323 0.092 1.486
H -3.322 -1.606 0.956
H -4.600 -0.454 0.400
H -1.631 -0.051 -0.223
H -3.002 0.884 -0.821
H -1.907 -0.884 -2.428
H -3.674 -0.707 -2.363
H -3.062 -3.049 -2.464
H -3.885 -2.737 -0.938
H -2.031 -3.614 0.184
H -1.043 -2.335 -0.588
H -1.783 -4.856 -2.115
H -0.587 -3.621 -2.507
H 0.138 -5.965 -1.327
H -0.267 -5.016 0.131
H 1.455 -3.884 -2.109
H 1.271 -3.262 -0.404
H 2.611 -5.260 0.340
H 2.805 -5.784 -1.325
H 4.405 -4.219 -1.798
H 3.506 -2.946 -0.848
H 4.248 -4.089 1.268
H 5.177 -5.223 0.321
H 6.376 -3.168 -0.739
H 6.911 -3.625 0.855
H 5.037 -1.375 0.074
H 6.575 -1.182 0.869
H 5.491 -1.126 2.846
H 5.021 -2.868 2.618
H 3.484 -0.580 1.385
H 2.981 -2.241 1.392
H 3.420 -1.325 4.138
H 1.868 -1.824 3.423
H 3.110 0.719 5.239
H 2.860 2.660 6.291
H 1.683 3.783 5.884
H 0.913 3.945 3.483
H 2.016 -0.741 -1.242
H 3.437 0.837 -3.653
H 0.768 1.467 -4.894
H 2.456 2.011 -5.261
H 1.941 0.436 -5.806
H 2.963 -1.274 -4.676
H 3.033 -1.351 -2.925
H 0.981 -2.608 -4.290
H 0.291 -0.932 -4.176
H 0.718 -1.871 -2.735
H 1.347 2.988 -3.259
H 0.339 3.927 -1.168
C -5.903 5.344 -0.360
N -6.087 4.587 0.927
C -7.557 4.410 1.151
C -5.514 5.380 2.054
C -5.463 3.203 0.856
C -3.963 3.167 0.673
O -3.586 3.793 -0.539
H -6.582 6.196 -0.345
H -4.886 5.708 -0.421
H -6.141 4.686 -1.190
H -8.018 5.393 1.212
H -7.704 3.868 2.083
H -7.969 3.850 0.315
H -4.462 5.568 1.859
H -5.636 4.814 2.975
H -6.050 6.324 2.116
H -5.957 2.698 0.025
H -5.727 2.700 1.786
H -3.647 2.120 0.638
H -3.444 3.646 1.507
H -2.620 3.771 -0.581
*
```

---

Q: Which formula does entry 2 have?
A: C39H63F3N2O28S

---

Q: The lowest orbital gap belongs to which entry?
A: C39H62N7O3PSbSeSiTi